Record 1
# C27H76BGaNO12

C27H76BGaNO12 as an isolated structure (wB97M-V/def2-TZVPD, OMol25).

Computed properties:
**HOMO energy**: -3.9 eV
**Frontier orbital gap**: 5.79 eV
**Total charge**: -1
**E**: -108336.900 eV
**LUMO**: 1.9 eV

Cartesian coordinates (Å):
1 C 1.4574 -0.5109 2.4680
2 C 2.1830 -0.0494 1.0712
3 Ga 2.1078 2.0014 0.7040
4 C 0.3403 2.5238 -0.3205
5 C -1.0134 2.2811 0.5778
6 C -1.7047 3.6999 1.0255
7 O -3.1580 3.7911 0.7038
8 C -3.9280 2.7593 1.4153
9 C -4.3142 2.8210 3.0409
10 O -4.3811 1.7125 0.6853
11 B 2.2048 3.1465 2.4789
12 O 1.0341 2.9347 3.4020
13 N 3.3538 4.0733 2.8288
14 C 4.2990 4.3060 1.6707
15 C 2.8969 5.3820 3.4329
16 H 0.6789 -1.3882 2.3526
17 H 0.9047 0.3541 3.0393
18 H 2.2838 -0.9163 3.2275
19 H 1.6713 -0.6273 0.1676
20 H 3.3050 -0.4525 1.1321
21 H 3.3024 2.3270 -0.3106
22 H 0.2430 1.8574 -1.2977
23 H 0.4017 3.6457 -0.7222
24 H -1.7859 1.6273 -0.0540
25 H -0.7094 1.5981 1.4944
26 H -1.6086 3.9638 2.1620
27 H -1.1950 4.5983 0.4321
28 H -4.8503 1.8066 3.2714
29 H -5.0803 3.7071 3.2250
30 H -3.3632 2.9321 3.7272
31 H 0.4179 3.7096 3.2020
32 H 5.1468 3.4767 1.6682
33 H 4.8510 5.3401 1.8954
34 H 3.7775 4.4483 0.6276
35 H 3.0104 6.3182 2.7296
36 H 1.7984 5.3909 3.8357
37 H 3.5971 5.6032 4.3735
38 C 6.1731 -3.1772 0.6265
39 C 5.3128 -2.1422 1.3216
40 O 3.9971 -2.6456 1.4996
41 H 5.7469 -3.4405 -0.3471
42 H 7.1897 -2.8028 0.4776
43 H 6.2194 -4.1001 1.2138
44 H 5.2511 -1.2299 0.7210
45 H 5.7252 -1.8832 2.3015
46 H 4.0620 -3.4509 2.0411
47 C -0.4279 -3.3596 -0.8508
48 C -1.0492 -2.6096 0.3093
49 O -0.8036 -1.2176 0.1742
50 H 0.6516 -3.1804 -0.8907
51 H -0.6044 -4.4349 -0.7592
52 H -0.8434 -3.0137 -1.8029
53 H -0.6154 -2.9426 1.2568
54 H -2.1305 -2.7732 0.3482
55 H -1.2000 -0.9301 -0.6662
56 C -3.4224 0.8645 -3.6146
57 C -1.9721 0.6240 -3.2501
58 O -1.5890 -0.6905 -3.6266
59 H -4.0704 0.1369 -3.1149
60 H -3.7349 1.8722 -3.3268
61 H -3.5769 0.7414 -4.6916
62 H -1.8266 0.7262 -2.1707
63 H -1.3165 1.3393 -3.7562
64 H -1.7140 -0.7683 -4.5880
65 C 6.7721 1.8609 4.7296
66 C 6.1508 2.6109 5.8896
67 O 6.3964 4.0028 5.7545
68 H 7.8516 2.0400 4.6896
69 H 6.5956 0.7855 4.8211
70 H 6.3566 2.2068 3.7775
71 H 6.5846 2.2779 6.8371
72 H 5.0695 2.4473 5.9286
73 H 6.0000 4.2903 4.9141
74 C 8.4449 -7.1512 3.6229
75 C 7.8657 -5.7807 3.3393
76 O 6.4794 -5.7671 3.6460
77 H 7.9313 -7.9159 3.0309
78 H 9.5124 -7.1798 3.3872
79 H 8.3088 -7.4190 4.6758
80 H 7.9840 -5.5264 2.2819
81 H 8.3652 -5.0122 3.9372
82 H 6.3856 -5.9858 4.5891
83 C -5.4375 -0.9197 -7.8369
84 C -4.3435 0.1267 -7.7873
85 O -3.5599 -0.0461 -6.6158
86 H -6.0796 -0.8472 -6.9530
87 H -6.0536 -0.7975 -8.7321
88 H -5.0099 -1.9276 -7.8379
89 H -4.7755 1.1314 -7.7641
90 H -3.6893 0.0522 -8.6614
91 H -3.1740 -0.9382 -6.6500
92 C 2.0376 -3.9006 6.7238
93 C 1.4699 -2.6761 6.0363
94 O 2.2110 -2.3940 4.8584
95 H 3.0900 -3.7435 6.9821
96 H 1.4801 -4.1289 7.6365
97 H 1.9991 -4.7704 6.0600
98 H 1.5306 -1.8047 6.6948
99 H 0.4215 -2.8301 5.7631
100 H 2.1438 -3.1706 4.2767
101 C -8.7624 -2.7516 -4.5172
102 C -9.3301 -1.5271 -5.2047
103 O -8.5890 -1.2450 -6.3826
104 H -7.7100 -2.5945 -4.2589
105 H -9.3199 -2.9799 -3.6045
106 H -8.8009 -3.6214 -5.1810
107 H -9.2694 -0.6557 -4.5462
108 H -10.3785 -1.6811 -5.4779
109 H -8.6562 -2.0216 -6.9643
110 C -6.2265 3.3581 -5.9261
111 C -6.9139 3.3123 -7.2750
112 O -7.8234 4.3963 -7.3928
113 H -6.9628 3.3079 -5.1172
114 H -5.5250 2.5261 -5.8174
115 H -5.6801 4.2987 -5.8013
116 H -7.4765 2.3808 -7.3865
117 H -6.1853 3.3752 -8.0890
118 H -7.3127 5.2189 -7.3007

Cartesian forces, eV/Å:
C 0.573 -0.462 0.843
C -0.042 -1.671 0.128
Ga -0.235 -0.813 -0.443
C -1.064 0.253 -1.058
C 0.065 -0.449 -0.397
C 1.147 0.359 0.133
O -1.033 -2.652 2.374
C -1.529 -4.486 -3.806
C 0.035 0.084 -0.841
O 2.624 6.757 4.720
B 0.121 -0.348 0.984
O 0.723 2.639 -1.312
N -2.426 0.913 -1.285
C 1.380 1.188 0.216
C 0.770 1.104 1.561
H 1.457 1.646 0.072
H 0.988 -1.518 -1.206
H -1.890 1.022 -1.744
H 1.100 1.137 1.840
H -2.538 1.042 -0.251
H 0.249 0.081 -0.324
H 0.234 1.303 1.878
H -0.321 -2.175 0.820
H 1.343 1.683 1.476
H -0.855 1.603 -1.612
H 0.017 -0.699 -1.890
H -1.307 -2.032 1.161
H 1.140 2.016 -0.570
H 1.794 -1.780 -0.444
H -1.907 -0.090 -1.566
H 1.014 -1.488 0.541
H -2.020 1.622 -0.350
H -0.926 -2.131 -0.428
H 1.062 -0.680 2.060
H -0.220 -1.936 1.049
H 2.047 -0.351 -0.800
H -1.523 -0.192 -1.791
C 0.193 -0.107 -0.180
C -0.075 -0.349 0.092
O -0.081 -0.448 0.184
H 0.046 0.140 0.095
H 0.003 -0.067 -0.013
H 0.059 0.083 0.056
H -0.199 -0.139 0.141
H 0.181 0.127 -0.038
H 0.053 0.431 -0.262
C 0.163 -0.211 -0.145
C 0.036 0.344 -0.416
O -0.305 0.064 -0.076
H -0.138 -0.015 0.126
H 0.009 -0.017 -0.058
H -0.061 -0.048 0.083
H -0.014 0.241 -0.064
H -0.076 -0.235 0.071
H 0.251 -0.126 0.379
C -0.253 0.157 -0.047
C -0.313 0.205 -0.208
O 0.181 -0.568 -0.353
H 0.104 0.130 0.095
H -0.011 -0.069 0.051
H 0.094 0.155 0.312
H 0.132 -0.104 -0.166
H -0.031 0.150 0.173
H 0.080 0.126 0.589
C 0.123 -0.196 -0.096
C -0.139 0.021 -0.406
O 0.002 0.427 -0.078
H -0.097 -0.039 0.110
H -0.011 0.061 -0.101
H -0.109 -0.120 0.112
H -0.015 0.234 -0.051
H 0.029 -0.203 0.024
H 0.102 -0.187 0.405
C 0.149 -0.194 -0.094
C -0.023 -0.177 0.278
O -0.293 0.024 0.235
H 0.087 0.155 0.004
H -0.055 -0.057 0.067
H 0.111 0.074 -0.034
H -0.198 0.031 0.166
H 0.188 0.015 -0.120
H 0.009 0.159 -0.525
C -0.251 -0.008 0.062
C -0.006 -0.400 -0.095
O 0.356 -0.254 -0.102
H 0.044 0.078 -0.184
H 0.006 -0.065 0.054
H 0.023 0.056 -0.129
H 0.187 -0.097 0.142
H -0.113 0.114 -0.151
H -0.254 0.433 0.018
C 0.056 -0.124 0.272
C 0.187 -0.258 -0.351
O 0.098 -0.380 0.229
H -0.152 0.064 0.005
H 0.049 -0.085 -0.028
H -0.111 0.031 0.065
H 0.052 -0.020 -0.248
H -0.109 0.021 0.199
H -0.015 0.548 0.156
C 0.087 -0.080 0.226
C 0.055 -0.324 -0.051
O 0.063 -0.028 -0.437
H -0.180 0.059 0.019
H 0.070 -0.057 -0.068
H -0.117 0.025 0.067
H 0.066 -0.036 -0.255
H -0.099 0.023 0.192
H 0.061 0.436 0.311
C 0.067 -0.167 0.155
C 0.196 0.213 0.266
O -0.141 0.444 -0.184
H 0.082 -0.085 -0.155
H 0.008 0.099 0.093
H 0.070 -0.115 -0.063
H -0.075 0.219 -0.046
H 0.105 -0.190 -0.020
H -0.295 -0.466 -0.021


Record 2
# C55H48AsBrInNO2PTe

C55H48AsBrInNO2PTe as an isolated structure (wB97M-V/def2-TZVPD, OMol25).

Computed properties:
**HOMO energy**: -10.3 eV
**Frontier orbital gap**: 7.84 eV
**Total charge**: +1
**E**: -216032.369 eV
**LUMO**: -2.4 eV

Cartesian coordinates (Å):
1 In -1.4512 0.6516 -0.6751
2 C -6.6593 -2.1022 -1.4233
3 C -5.5351 -1.4040 -0.7050
4 C -5.5472 -0.0284 -0.5131
5 C -4.4912 0.6206 0.1230
6 C -4.2255 2.0678 -0.0657
7 O -3.0771 2.4274 -0.3455
8 C -5.3152 3.0616 -0.0149
9 C -5.1835 4.2531 -0.7248
10 C -6.1905 5.2002 -0.6714
11 C -7.3204 4.9668 0.1050
12 C -7.4496 3.7849 0.8212
13 C -6.4518 2.8248 0.7536
14 C -3.4368 -0.1319 0.6499
15 O -2.4109 0.4632 1.2829
16 C -3.3454 -1.4982 0.3387
17 C -4.3999 -2.1157 -0.3149
18 C -1.9865 -2.1092 0.5535
19 N -0.9766 -1.4098 -0.1147
20 C 0.3116 -1.5826 0.5160
21 C 0.3223 -0.9144 1.9178
22 Te -1.4923 -1.4753 2.8184
23 C -0.8092 -3.3166 3.5899
24 C -1.6396 -3.9013 4.5437
25 C -1.3253 -5.1419 5.0788
26 C -0.1761 -5.8012 4.6665
27 C 0.6580 -5.2161 3.7246
28 C 0.3454 -3.9754 3.1859
29 C -1.9331 -3.6151 0.5240
30 C -2.7350 -4.3761 1.3715
31 C -2.7009 -5.7581 1.3262
32 C -1.8600 -6.4032 0.4257
33 C -1.0755 -5.6545 -0.4367
34 C -1.1158 -4.2659 -0.3913
35 H -7.5072 -1.4345 -1.5678
36 H -7.0057 -2.9713 -0.8628
37 H -6.3371 -2.4515 -2.4058
38 H -6.3565 0.5619 -0.9283
39 H -4.2922 4.4172 -1.3161
40 H -6.0992 6.1206 -1.2324
41 H -8.1051 5.7108 0.1503
42 H -8.3272 3.6117 1.4292
43 H -6.5438 1.8983 1.3066
44 H -4.3239 -3.1683 -0.5656
45 H 1.0971 -1.1450 -0.1035
46 H 0.5681 -2.6367 0.6323
47 H 0.3100 0.1733 1.8558
48 H 1.1585 -1.2283 2.5415
49 H -2.5407 -3.3946 4.8733
50 H -1.9747 -5.5906 5.8192
51 H 0.0730 -6.7680 5.0837
52 H 1.5566 -5.7279 3.4040
53 H 1.0096 -3.5426 2.4506
54 H -3.3890 -3.8783 2.0804
55 H -3.3271 -6.3348 1.9942
56 H -1.8270 -7.4842 0.3924
57 H -0.4353 -6.1492 -1.1559
58 H -0.5333 -3.6796 -1.0905
59 Br -2.5214 0.4320 -2.9129
60 C 2.0666 1.7785 0.2181
61 C 3.4495 2.2690 -0.2257
62 As 4.5221 0.9281 -1.2343
63 C 6.2729 1.6552 -0.7742
64 C 7.3558 0.7773 -0.7622
65 C 8.6333 1.2392 -0.4879
66 C 8.8465 2.5887 -0.2348
67 C 7.7783 3.4708 -0.2614
68 C 6.4952 3.0063 -0.5308
69 C 4.4351 -0.4590 0.1417
70 C 3.9892 -1.7226 -0.2322
71 C 3.9177 -2.7528 0.7016
72 C 4.2866 -2.5179 2.0172
73 C 4.7328 -1.2565 2.4000
74 C 4.8137 -0.2357 1.4653
75 P 0.7329 1.9234 -1.0117
76 C 0.3673 3.6716 -1.2274
77 C 0.9261 4.6596 -0.4232
78 C 0.5723 5.9881 -0.6184
79 C -0.3355 6.3272 -1.6097
80 C -0.9015 5.3400 -2.4082
81 C -0.5562 4.0135 -2.2175
82 C 1.3329 1.2968 -2.5930
83 C 1.2463 -0.0709 -2.8476
84 C 1.7898 -0.5947 -4.0093
85 C 2.4067 0.2464 -4.9244
86 C 2.4733 1.6120 -4.6846
87 C 1.9384 2.1399 -3.5210
88 H 1.7170 2.3389 1.0908
89 H 2.1111 0.7362 0.5366
90 H 4.0210 2.5125 0.6713
91 H 3.3808 3.1794 -0.8237
92 H 7.2016 -0.2783 -0.9578
93 H 9.4646 0.5463 -0.4739
94 H 9.8438 2.9500 -0.0216
95 H 7.9392 4.5245 -0.0731
96 H 5.6781 3.7167 -0.5548
97 H 3.7095 -1.9081 -1.2642
98 H 3.5872 -3.7385 0.3968
99 H 4.2480 -3.3198 2.7436
100 H 5.0357 -1.0764 3.4236
101 H 5.1914 0.7359 1.7651
102 H 1.6351 4.4103 0.3553
103 H 1.0085 6.7560 0.0062
104 H -0.6058 7.3639 -1.7608
105 H -1.6151 5.6033 -3.1775
106 H -1.0069 3.2434 -2.8361
107 H 0.7424 -0.7398 -2.1568
108 H 1.7134 -1.6556 -4.2081
109 H 2.8246 -0.1614 -5.8354
110 H 2.9451 2.2678 -5.4040
111 H 1.9944 3.2063 -3.3380

Cartesian forces, eV/Å:
In -0.200 -0.160 0.251
C 0.005 0.011 0.012
C -0.024 0.008 -0.020
C -0.042 -0.034 -0.028
C -0.022 0.147 0.084
C -0.091 0.017 -0.026
O 0.123 0.042 -0.080
C 0.042 -0.112 -0.007
C -0.003 0.075 0.004
C 0.013 -0.026 0.010
C 0.002 -0.004 -0.003
C 0.008 -0.010 -0.004
C -0.063 0.011 0.000
C 0.135 0.020 0.149
O 0.057 0.077 -0.255
C 0.057 -0.034 0.077
C -0.007 -0.035 -0.008
C 0.027 0.014 -0.676
N -0.107 -0.122 0.407
C 0.018 0.019 -0.092
C -0.075 -0.047 -0.100
Te 0.058 -0.082 0.345
C -0.040 0.052 0.143
C 0.037 -0.054 -0.009
C 0.003 0.010 -0.018
C -0.003 -0.011 0.005
C 0.001 0.015 -0.014
C -0.014 -0.067 -0.011
C 0.043 0.094 0.105
C -0.010 0.020 0.006
C 0.011 -0.024 -0.028
C -0.026 0.021 0.032
C 0.001 0.045 0.000
C 0.002 -0.079 -0.066
H 0.000 -0.002 0.000
H -0.001 0.007 0.003
H 0.007 0.002 0.005
H 0.010 -0.018 -0.008
H 0.001 -0.009 0.005
H -0.003 0.001 0.005
H 0.005 -0.003 0.000
H 0.002 -0.001 -0.003
H 0.002 0.024 0.010
H -0.001 0.008 0.000
H 0.073 0.028 0.002
H 0.025 -0.054 0.012
H -0.013 -0.001 0.014
H 0.038 -0.002 -0.011
H 0.008 0.015 0.009
H 0.004 0.006 -0.002
H -0.003 0.002 -0.005
H -0.007 0.001 0.003
H 0.034 0.023 -0.008
H -0.002 -0.002 -0.008
H 0.005 0.003 0.006
H -0.003 0.004 0.002
H -0.008 0.006 0.002
H 0.003 0.005 0.016
Br 0.093 0.040 -0.117
C 0.014 0.030 0.016
C -0.021 0.007 0.081
As -0.117 0.074 -0.053
C 0.037 -0.056 0.019
C 0.010 0.036 0.023
C -0.002 0.016 -0.005
C -0.004 -0.021 -0.002
C -0.032 -0.015 -0.008
C 0.042 -0.001 -0.025
C 0.047 -0.046 -0.013
C -0.025 -0.010 0.035
C -0.047 0.021 0.000
C -0.011 -0.001 -0.002
C -0.002 0.013 -0.008
C -0.044 -0.018 0.004
P -0.032 0.020 -0.186
C -0.048 0.026 -0.032
C -0.021 0.044 -0.008
C 0.005 -0.025 0.000
C -0.005 -0.005 -0.007
C 0.019 0.002 0.027
C -0.030 0.013 -0.006
C 0.069 0.002 0.058
C 0.001 -0.039 -0.021
C -0.013 0.021 0.004
C -0.002 0.000 0.002
C 0.012 -0.011 -0.004
C 0.055 0.051 0.019
H -0.018 -0.018 0.017
H 0.020 -0.057 -0.020
H 0.010 0.050 -0.009
H -0.016 -0.014 -0.023
H -0.002 -0.002 0.007
H -0.001 0.002 0.003
H -0.002 -0.001 -0.002
H -0.001 -0.004 -0.001
H -0.012 0.003 0.010
H -0.001 -0.002 0.001
H 0.002 0.006 -0.003
H -0.014 0.003 0.007
H -0.003 -0.005 -0.001
H 0.017 -0.007 -0.005
H 0.003 0.007 -0.009
H 0.000 0.001 -0.003
H -0.002 -0.002 0.004
H 0.005 0.001 -0.004
H 0.005 0.002 0.007
H -0.023 0.037 -0.018
H 0.006 0.009 0.001
H 0.001 0.001 0.007
H -0.003 -0.002 -0.001
H -0.008 -0.015 0.007